Version A
This record from the Open Molecules 2025 dataset describes C4H5NO2 as an isolated structure. The level of theory is ωB97M-V/def2-TZVPD.

```
12
C4H5NO2 (ωB97M-V/def2-TZVPD)
C -0.4950 -0.6485 -0.5979
C 1.5126 -0.3517 -0.6114
C -0.4878 0.4598 0.5632
C -0.9395 1.6766 0.2960
O -0.6293 -1.8689 0.0136
N 2.5122 -0.5381 -0.0389
O -1.0719 -0.4125 -1.6525
H -1.1739 -2.4263 -0.5632
H 3.1616 -0.3903 0.7227
H -0.2068 0.1036 1.5398
H -0.9782 2.4580 1.0420
H -1.2039 1.9382 -0.7135
```

Calculated values
Kohn-Sham gap: 10.05 eV
Highest occupied orbital energy: -0.35515 hartree

Let us look at the Löwdin charges, expressed in e, one per atom:
1 C -0.686
2 C 0.076
3 C -0.122
4 C 0.030
5 O 0.044
6 N 0.185
7 O 0.025
8 H 0.123
9 H 0.107
10 H 0.094
11 H 0.059
12 H 0.066

***

Version B
This record from the Open Molecules 2025 dataset describes a 2-piece molecular cluster, C4H5NO2 overall. The level of theory is ωB97M-V/def2-TZVPD.

```
12
C4H5NO2 (ωB97M-V/def2-TZVPD)
C 0.6737 -0.4448 -0.9506
C 0.5993 0.1602 0.4229
O 0.0359 1.1959 0.7148
C 1.2766 -0.5959 1.5810
O 1.9294 -1.5970 1.4364
H 1.5000 -1.1497 -1.0170
H 0.7636 0.3445 -1.7025
H -0.2650 -0.9795 -1.1482
H 1.0980 -0.1189 2.5657
C -2.5270 1.0827 -0.5998
N -2.8284 0.3911 -1.4738
H -2.2244 1.7086 0.2139
```

Calculated values
Structure (SMILES): CC(=O)C=O.C#N
Kohn-Sham gap: 9.41 eV
Highest occupied orbital energy: -0.37376 hartree

Let us look at the Löwdin charges, expressed in e, one per atom:
1 C -0.007
2 C -0.384
3 O 0.053
4 C -0.167
5 O 0.087
6 H 0.078
7 H 0.096
8 H 0.090
9 H 0.130
10 C -0.087
11 N 0.061
12 H 0.049

***

Stability, highest: version B

***

Version A
This record from the Open Molecules 2025 dataset describes a 2-piece molecular cluster, C4H5NO2 overall. The level of theory is ωB97M-V/def2-TZVPD.

```
12
C4H5NO2 (ωB97M-V/def2-TZVPD)
O 1.3909 -0.4186 1.1680
C 0.4388 -0.2310 1.9831
C -0.1991 1.0121 1.9215
O -0.6889 2.0389 2.1255
N 0.2049 0.3061 -0.3077
C 0.2257 0.3282 -1.7663
C -0.4663 -0.7577 -1.0471
H -0.1929 -1.0261 2.4005
H 1.1980 0.1394 -2.2171
H -0.3513 1.1196 -2.2478
H -1.5570 -0.7695 -1.0197
H -0.0027 -1.7414 -0.9929
```

Calculated values
Kohn-Sham gap (spin up / spin down): 8.27 / 8.27 eV
Highest occupied orbital energy (spin up / spin down): -0.30382 / -0.32369 hartree

Let us look at the Löwdin charges, expressed in e, one per atom:
1 O -0.043
2 C -0.295
3 C -0.080
4 O 0.217
5 N 0.008
6 C -0.166
7 C -0.178
8 H 0.122
9 H 0.106
10 H 0.102
11 H 0.100
12 H 0.106

***

Version B
This record from the Open Molecules 2025 dataset describes C4H5NO2 as an isolated structure. The level of theory is ωB97M-V/def2-TZVPD.

```
12
C4H5NO2 (ωB97M-V/def2-TZVPD)
O 1.6642 1.6656 1.1005
C 0.7285 1.4783 0.0643
C -0.0066 0.1683 0.1190
N 0.7588 -0.9910 0.1731
O 0.1390 -2.0466 0.0103
C -1.5930 -1.3730 -0.3735
C -1.3434 -0.0701 -0.0476
H 2.2197 0.8759 1.1220
H -0.0235 2.2660 0.1346
H 1.2093 1.5841 -0.9253
H -2.2122 -2.1365 0.0897
H -1.5408 -1.4211 -1.4671
```

Calculated values
Kohn-Sham gap (spin up / spin down): 8.74 / 8.74 eV
Highest occupied orbital energy (spin up / spin down): -0.35783 / -0.35782 hartree

Let us look at the Löwdin charges, expressed in e, one per atom:
1 O -0.057
2 C -0.236
3 C -0.299
4 N 0.059
5 O -0.043
6 C -0.006
7 C 0.035
8 H 0.079
9 H 0.121
10 H 0.123
11 H 0.105
12 H 0.119

***

Stability, highest: version B

***

Version A
This record from the Open Molecules 2025 dataset describes C4H5NO2 as an isolated structure. The level of theory is ωB97M-V/def2-TZVPD.

```
12
C4H5NO2 (ωB97M-V/def2-TZVPD)
C -0.4553 -0.6287 0.5707
C 0.5419 0.5415 -1.1322
C -0.3640 1.4416 -0.4377
C -1.1083 0.7185 0.4823
H 1.1367 -2.3413 0.6570
H 0.1969 0.4034 -2.1059
H 1.6491 0.7588 -1.2772
H -0.1332 2.7771 -0.5206
H -1.9102 0.9718 1.2214
N -0.4594 -1.5108 1.5331
O 0.4591 -2.5419 1.3935
O 0.4466 -0.5901 -0.3846
```

Calculated values
Kohn-Sham gap: 9.04 eV
Highest occupied orbital energy: -0.31612 hartree

Let us look at the Löwdin charges, expressed in e, one per atom:
1 C -0.378
2 C -0.242
3 C -0.056
4 C 0.021
5 H 0.123
6 H 0.107
7 H 0.160
8 H 0.211
9 H 0.124
10 N 0.035
11 O -0.079
12 O -0.026

***

Version B
This record from the Open Molecules 2025 dataset describes one molecule with the formula C4H5NO2. The level of theory is ωB97M-V/def2-TZVPD.

```
12
C4H5NO2 (ωB97M-V/def2-TZVPD)
C 0.0339 0.3723 -1.8714
C 0.2152 -0.2315 -0.5442
C 0.3857 -1.0500 0.4152
O 0.4717 -2.2494 0.9758
N 0.5422 0.3141 0.8868
C -0.5713 0.9443 1.4872
O -1.5209 1.3808 0.8818
H -0.8376 1.0327 -1.8670
H 0.9161 0.9602 -2.1480
H -0.1138 -0.4103 -2.6207
H 0.9208 -2.1506 1.8284
H -0.4420 1.0874 2.5759
```

Calculated values
Structure (SMILES): CC1=C(O)N1C=O
Kohn-Sham gap: 8.86 eV
Highest occupied orbital energy: -0.30841 hartree

Let us look at the Löwdin charges, expressed in e, one per atom:
1 C -0.031
2 C -0.105
3 C -0.300
4 O 0.131
5 N 0.066
6 C -0.324
7 O 0.056
8 H 0.081
9 H 0.087
10 H 0.085
11 H 0.131
12 H 0.122

***

Version C
This record from the Open Molecules 2025 dataset describes one molecule with the formula C4H5NO2. The level of theory is ωB97M-V/def2-TZVPD.

```
12
C4H5NO2 (ωB97M-V/def2-TZVPD)
C -0.6007 -0.8648 -1.3941
C -0.0097 -0.0400 -0.2881
C 1.1370 -0.2830 0.4554
O 1.1231 0.3962 1.5686
C -0.1789 1.1159 1.6539
O -0.4038 1.7685 2.6304
N -0.8681 0.8487 0.5191
H -1.3472 -1.5497 -0.9819
H -1.0948 -0.2324 -2.1350
H 0.1759 -1.4510 -1.8937
H 2.0024 -0.8973 0.2324
H 0.0589 1.1271 -0.5091
```

Calculated values
Kohn-Sham gap: 8.57 eV
Highest occupied orbital energy: -0.32452 hartree

Let us look at the Löwdin charges, expressed in e, one per atom:
1 C -0.023
2 C -0.387
3 C -0.051
4 O 0.100
5 C -0.516
6 O 0.102
7 N 0.138
8 H 0.090
9 H 0.085
10 H 0.085
11 H 0.148
12 H 0.229

***

Version D
This record from the Open Molecules 2025 dataset describes one molecule with the formula C4H5NO2. The level of theory is ωB97M-V/def2-TZVPD.

```
12
C4H5NO2 (ωB97M-V/def2-TZVPD)
O 0.2886 -0.8541 -1.5760
C 0.9274 0.1702 -1.4420
C 1.0136 0.7901 -0.0799
O 1.9836 1.4891 0.1652
N 0.0090 0.5813 0.9585
C -0.5144 -0.7458 1.1173
C -1.3053 0.1263 0.2682
H 1.7121 0.4061 -2.2453
H -0.7019 -0.8044 2.1466
H 0.0556 -1.7946 0.8278
H -1.3370 -0.0514 -0.8783
H -2.1312 0.6874 0.7378
```

Calculated values
Structure (SMILES): O=CC(=O)N1CC1
Kohn-Sham gap: 9.13 eV
Highest occupied orbital energy: -0.36289 hartree

Let us look at the Löwdin charges, expressed in e, one per atom:
1 O 0.026
2 C -0.144
3 C -0.376
4 O 0.113
5 N 0.019
6 C -0.199
7 C -0.093
8 H 0.155
9 H 0.081
10 H 0.178
11 H 0.129
12 H 0.110

***

Stability, highest: version C

***

Version A
This record from the Open Molecules 2025 dataset describes one molecule with the formula C4H5NO2. The level of theory is ωB97M-V/def2-TZVPD.

```
12
C4H5NO2 (ωB97M-V/def2-TZVPD)
N 1.3689 -0.4363 1.2901
C 0.3897 -0.2344 0.3963
C 0.3053 -0.3952 -0.9367
C -0.6474 0.6799 -1.2992
O -1.6921 0.6017 -0.2873
C -1.0138 0.1576 0.8064
O -1.5082 -0.0826 1.8763
H 2.0981 -1.0918 1.0693
H 1.2087 -0.1713 2.2453
H 0.4918 -1.2189 -1.6078
H -0.8329 0.5133 -2.3482
H -0.2342 1.6919 -1.1822
```

Calculated values
Structure (SMILES): NC1=CCOC1=O
Kohn-Sham gap: 8.82 eV
Highest occupied orbital energy: -0.30711 hartree

Let us look at the Löwdin charges, expressed in e, one per atom:
1 N 0.158
2 C -0.280
3 C -0.024
4 C -0.165
5 O 0.037
6 C -0.432
7 O 0.132
8 H 0.113
9 H 0.110
10 H 0.111
11 H 0.115
12 H 0.126

***

Version B
This record from the Open Molecules 2025 dataset describes one molecule with the formula C4H5NO2. The level of theory is ωB97M-V/def2-TZVPD.

```
12
C4H5NO2 (ωB97M-V/def2-TZVPD)
C 0.2159 1.7201 0.0314
C -0.1528 0.4759 -0.0360
C -1.5986 0.1534 0.1295
O -2.0418 -0.9247 -0.2598
C 1.0242 -0.4733 -0.0626
N 0.6871 -1.8048 0.2385
O 2.1398 -0.0026 -0.1556
H 1.3280 1.8179 -0.0246
H -0.4274 2.5353 -0.1305
H -2.2053 1.1417 0.5025
H 1.2993 -2.6739 -0.1287
H -0.2686 -1.9649 -0.1041
```

Calculated values
Structure (SMILES): C=C(C=O)C(N)=O
Kohn-Sham gap: 9.98 eV
Highest occupied orbital energy: -0.37678 hartree

Let us look at the Löwdin charges, expressed in e, one per atom:
1 C 0.109
2 C -0.209
3 C -0.194
4 O 0.026
5 C -0.487
6 N 0.132
7 O 0.046
8 H 0.105
9 H 0.070
10 H 0.167
11 H 0.175
12 H 0.061

***

Version C
This record from the Open Molecules 2025 dataset describes one molecule with the formula C4H5NO2. The level of theory is ωB97M-V/def2-TZVPD.

```
12
C4H5NO2 (ωB97M-V/def2-TZVPD)
O 0.7467 -1.2796 -2.1762
C 0.4275 -0.2254 -1.6923
C -0.4563 -0.1463 -0.4645
C 0.1792 -0.8006 0.7921
N 0.1634 0.2542 1.8005
C -0.2553 1.2922 1.2159
O -0.6335 1.2268 -0.0843
H 0.7724 0.7612 -2.0785
H -1.4405 -0.5667 -0.6972
H -0.3717 -1.6844 1.1245
H 1.2125 -1.1059 0.5988
H -0.3445 2.2745 1.6614
```

Calculated values
Structure (SMILES): O=C[C@H]1CN=CO1
Kohn-Sham gap: 10.60 eV
Highest occupied orbital energy: -0.36506 hartree

Let us look at the Löwdin charges, expressed in e, one per atom:
1 O 0.075
2 C -0.198
3 C -0.242
4 C -0.138
5 N 0.074
6 C -0.220
7 O -0.025
8 H 0.139
9 H 0.160
10 H 0.120
11 H 0.120
12 H 0.135

***

Version D
This record from the Open Molecules 2025 dataset describes one molecule with the formula C4H5NO2. The level of theory is ωB97M-V/def2-TZVPD.

```
12
C4H5NO2 (ωB97M-V/def2-TZVPD)
O 0.9729 -1.6113 -1.5205
O 0.0350 -1.8700 -0.4849
C 0.3876 -0.7788 0.1486
C -0.1019 0.4512 -0.5827
C -0.8524 1.2325 0.2617
C -0.5488 0.7177 1.5977
N 0.4139 -0.1563 1.5797
H 0.5089 -1.0972 -2.1517
H 1.5622 -0.8152 0.1477
H -0.1231 0.6334 -1.6828
H -1.5716 2.0567 0.2050
H -0.6827 1.2374 2.4821
```

Calculated values
Structure (SMILES): OO[C@H]1C=CC=N1
Kohn-Sham gap (spin up / spin down): 9.19 / 9.19 eV
Highest occupied orbital energy (spin up / spin down): -0.34389 / -0.34392 hartree

Let us look at the Löwdin charges, expressed in e, one per atom:
1 O -0.001
2 O 0.007
3 C -0.442
4 C -0.019
5 C -0.036
6 C -0.151
7 N 0.100
8 H 0.065
9 H 0.178
10 H 0.115
11 H 0.103
12 H 0.081

***

Stability, highest: version C